1.
17
Properties=species:S:1:pos:R:3 method="wB97M-V/def2-TZVPD" de_lowest_kcal_mol=60.88 fmax_ev_per_a=4.242 energy_ha=-309.74535 charge=0
C -0.63 -1.46 -0.48
C -1.85 -0.93 -0.23
C 0.44 -0.36 -0.23
C -0.20 0.81 0.50
C 1.74 -0.95 0.46
C -0.40 2.13 -0.25
O -1.95 0.24 0.43
H -0.43 -2.33 -1.01
H -2.67 -1.57 -0.05
H 0.82 -0.15 -1.37
H 0.18 0.80 1.55
H 2.15 -0.38 1.22
H 2.49 -1.13 -0.23
H 1.56 -1.93 0.91
H -0.21 1.97 -1.23
H 0.34 2.86 0.11
H -1.39 2.38 -0.11

2.
12
Properties=species:S:1:pos:R:3 method="wB97M-V/def2-TZVPD" smiles=c1nc2occc2[nH]1 de_lowest_kcal_mol=59.12 fmax_ev_per_a=7.409 energy_ha=-377.56984 charge=0
C 1.89 0.04 -0.86
N 1.80 1.02 -0.03
C 0.41 0.69 0.44
O -0.58 1.39 1.30
C -1.64 0.64 1.03
C -1.52 -0.42 0.28
C -0.15 -0.28 -0.20
N 0.76 -0.69 -1.07
H 2.77 -0.10 -1.31
H -2.50 0.97 1.70
H -2.13 -1.49 0.15
H 0.88 -1.77 -1.45

3.
16
Properties=species:S:1:pos:R:3 method="wB97M-V/def2-TZVPD" smiles="CCCC=O.O" de_lowest_kcal_mol=23.86 fmax_ev_per_a=1.401 energy_ha=-308.86014 charge=0
C 2.22 -0.29 0.38
C 1.16 0.45 1.18
C -0.20 -0.27 1.36
C -1.08 -0.20 0.15
O -1.70 0.79 -0.13
H 3.13 0.30 0.46
H 1.93 -0.25 -0.68
H 2.43 -1.33 0.62
H 0.95 1.38 0.64
H 1.45 0.73 2.19
H -0.71 0.29 2.16
H -0.05 -1.30 1.68
H -0.98 -0.99 -0.61
O -3.20 0.18 -3.14
H -2.64 0.01 -2.36
H -2.71 0.50 -3.90

The orbital gap results, record by record, are as follows: 9.16; 9.42; 10.88 eV.